This record from OMol25 describes a structure of composition C58H46AsClIO6PS2Sc. The level of theory is ωB97M-V with the def2-TZVPD basis set.

Properties
Energy (Eh): -7581.61653
Total charge: -1
HOMO (eV): -5.15
Frontier orbital gap (eV): 7.11

Geometry (Å):
Sc  12.055  15.068  13.762
S  12.459  17.165  15.161
C  11.021  18.185  14.844
C  10.587  19.051  15.875
C  9.493  19.863  15.717
C  8.809  19.921  14.515
C  9.215  19.118  13.471
C  10.294  18.214  13.672
As  10.787  17.116  12.220
C  11.302  18.500  10.987
C  10.525  19.399  10.288
C  11.098  20.345  9.458
C  12.456  20.383  9.260
C  13.249  19.520  9.995
C  12.666  18.610  10.883
C  9.172  16.331  11.447
C  8.810  16.631  10.160
C  7.958  15.819  9.413
C  7.424  14.699  10.018
C  7.740  14.439  11.357
C  8.605  15.229  12.097
H  11.089  19.068  16.842
H  9.191  20.477  16.571
H  7.987  20.619  14.368
H  8.655  19.063  12.553
H  9.443  19.394  10.350
H  10.470  21.002  8.902
H  12.891  21.148  8.593
H  14.335  19.634  9.891
H  13.289  17.916  11.435
H  9.264  17.486  9.690
H  7.770  16.028  8.373
H  6.781  14.027  9.490
H  7.255  13.612  11.889
H  8.432  13.840  13.668
I  14.955  14.276  15.872
C  14.857  13.581  17.820
C  15.970  13.821  18.573
C  16.123  13.276  19.886
C  15.140  12.486  20.373
C  13.963  12.306  19.660
C  13.032  11.431  20.229
C  11.890  11.113  19.578
C  11.692  11.676  18.326
C  12.560  12.533  17.684
P  11.776  13.165  16.078
C  10.159  13.748  16.821
C  10.089  15.111  17.172
C  8.952  15.599  17.792
C  7.851  14.769  18.003
C  7.914  13.439  17.668
C  9.032  12.953  17.070
C  11.304  11.537  15.370
C  11.962  10.384  15.701
C  11.538  9.162  15.209
C  10.428  9.098  14.423
C  9.741  10.243  14.060
C  10.217  11.467  14.465
C  13.762  12.844  18.363
H  16.713  14.484  18.152
H  17.025  13.438  20.410
H  15.278  11.964  21.316
H  13.245  11.023  21.188
H  11.171  10.467  20.031
H  10.766  11.449  17.852
H  10.904  15.782  16.984
H  8.897  16.617  18.122
H  6.937  15.156  18.446
H  7.048  12.774  17.814
H  9.031  11.909  16.817
H  12.828  10.477  16.336
H  12.089  8.274  15.564
H  10.044  8.140  14.038
H  8.836  10.197  13.471
H  9.706  12.386  14.233
O  19.268  13.954  8.663
C  18.229  14.723  8.243
O  18.311  15.263  7.179
C  17.120  14.825  9.220
C  16.976  13.981  10.308
C  16.094  14.256  11.340
C  15.276  15.389  11.306
S  14.424  16.027  12.718
C  15.306  16.123  10.093
C  16.174  15.847  9.090
H  19.181  13.631  9.576
H  17.620  13.115  10.463
H  16.013  13.583  12.151
H  14.696  17.016  10.060
H  16.197  16.501  8.213
C  8.010  15.827  14.444
C  8.808  14.867  13.569
O  10.147  14.909  13.954
H  6.969  15.891  14.113
H  8.418  16.817  14.369
H  8.028  15.531  15.476
C  9.624  12.164  8.448
C  9.970  11.058  9.392
C  9.321  9.840  9.351
C  9.708  8.772  10.136
Cl  8.751  7.322  10.004
C  10.801  8.893  10.995
C  11.485  10.112  11.042
C  11.076  11.198  10.239
O  11.714  12.401  10.246
C  13.069  12.452  10.736
C  13.297  12.518  12.255
O  14.238  11.898  12.741
O  12.549  13.338  12.932
H  8.546  12.202  8.305
H  10.126  11.989  7.471
H  9.999  13.117  8.874
H  8.451  9.696  8.674
H  11.136  8.042  11.633
H  12.344  10.227  11.681
H  13.453  13.406  10.364
H  13.603  11.628  10.305

Atomic forces in eV per Å
Sc 0.273 0.125 -0.142
S -0.471 0.358 -0.054
C 0.465 -0.058 1.023
C 0.195 -0.352 0.243
C 0.042 0.463 0.646
C -0.466 0.406 -0.684
C 0.690 -0.871 1.002
C -1.255 1.122 -0.418
As 0.255 -0.996 -0.401
C 0.005 -0.076 0.079
C -0.810 0.452 -0.249
C -0.345 -0.420 -0.143
C 0.628 0.624 -0.044
C 0.539 0.321 0.183
C 1.294 0.039 -0.783
C 0.528 0.082 1.073
C 0.021 0.050 -0.926
C 0.104 -0.148 0.338
C 0.339 0.206 0.722
C -0.596 -0.277 0.181
C -0.368 -0.287 -0.196
H 0.105 -0.195 -0.315
H 0.000 -0.110 -0.372
H 0.046 -0.180 0.141
H -0.050 0.181 -0.221
H 0.033 -0.043 0.157
H -0.457 0.465 -0.240
H -0.178 -0.610 0.364
H -0.364 -0.407 0.196
H 0.110 0.122 0.107
H 0.028 -0.031 -0.240
H -0.104 0.147 -0.119
H -0.293 -0.247 -0.267
H 0.207 0.089 -0.394
H -0.094 0.069 0.180
I 0.152 0.292 -0.594
C -0.029 0.042 0.409
C -0.005 0.167 0.672
C -0.488 0.256 -1.482
C 1.140 0.391 0.666
C -0.513 -0.724 -0.300
C -0.354 0.086 -0.086
C 0.436 0.177 0.059
C -0.329 0.317 -0.120
C -0.922 -0.222 0.083
P -0.547 0.138 0.452
C -0.047 0.390 -0.001
C -0.152 -0.896 0.227
C -0.521 -0.487 0.186
C -0.117 0.734 0.543
C -1.426 -0.099 0.049
C 1.443 -0.520 -0.535
C -0.781 0.687 -0.730
C 0.544 0.092 -0.071
C 1.114 -0.700 0.993
C -1.034 -1.261 -0.852
C 0.018 0.454 -0.193
C 0.398 0.385 1.130
C 0.544 0.232 -0.624
H 0.269 -0.213 0.112
H 0.821 0.182 0.534
H -0.154 0.128 -0.024
H 0.156 -0.247 0.697
H -0.433 -0.348 0.045
H -0.416 -0.207 -0.268
H 0.417 0.139 -0.170
H 0.062 0.438 -0.085
H 0.195 0.088 0.007
H 0.450 0.392 0.008
H 0.165 -0.300 -0.249
H 0.087 -0.385 0.120
H -0.438 0.343 -0.544
H 0.295 0.366 0.366
H 0.060 -0.119 -0.184
H -0.096 0.094 -0.258
O 0.583 -0.318 -0.020
C 0.057 -0.504 0.754
O -0.203 0.222 -0.292
C -0.533 0.111 -0.417
C 0.500 -0.181 0.685
C -0.417 0.368 -0.637
C 0.152 0.076 -0.329
S 0.038 -0.201 -0.062
C -0.834 0.397 1.539
C 0.869 0.364 -1.073
H -0.293 0.357 -0.450
H -0.117 0.030 -0.195
H 0.074 -0.521 0.833
H -0.115 -0.099 -0.276
H 0.120 -0.314 0.274
C -0.686 -0.323 -0.417
C 0.369 0.477 -0.231
O 0.237 -0.153 -0.352
H -0.034 -0.135 -0.001
H 0.267 0.414 -0.015
H 0.042 -0.244 0.344
C 0.442 0.529 -0.029
C 0.589 0.010 -0.117
C -0.993 -0.113 -0.529
C 0.468 0.271 0.416
Cl 0.176 -0.253 0.214
C 0.065 -0.494 0.144
C -0.455 0.212 -0.610
C 0.362 -0.688 0.769
O 0.134 -0.003 0.268
C -0.881 0.572 0.087
C 0.491 0.041 0.824
O -0.608 0.101 -0.476
O -0.147 -0.577 -0.838
H -0.007 0.149 -0.149
H -0.344 0.204 0.519
H -0.423 -0.451 -0.478
H 0.712 0.226 0.489
H -0.371 0.815 -0.640
H 0.098 -0.091 0.227
H 0.060 -0.145 -0.103
H 0.538 -0.425 -0.062

Atomic partial charges in e from the Löwdin method, atoms 1 to 99: Sc 0.365; S 0.496; C -0.650; C -0.128; C -0.110; C -0.107; C -0.108; C -0.428; As 1.355; C -0.357; C -0.123; C -0.098; C -0.102; C -0.075; C -0.125; C -0.277; C -0.104; C -0.081; C -0.091; C -0.033; C -0.185; H 0.099; H 0.103; H 0.098; H 0.092; H 0.095; H 0.092; H 0.110; H 0.110; H 0.009; H 0.071; H 0.098; H 0.091; H 0.117; H 0.118; I 1.078; C -0.634; C -0.164; C -0.067; C -0.061; C -0.178; C -0.036; C -0.049; C -0.116; C -0.264; P 1.065; C -0.319; C -0.094; C -0.088; C -0.104; C -0.103; C -0.112; C -0.357; C -0.099; C -0.080; C -0.116; C -0.082; C -0.075; C -0.189; H 0.075; H 0.088; H 0.114; H 0.104; H 0.104; H 0.076; H 0.054; H 0.101; H 0.102; H 0.113; H 0.098; H 0.109; H 0.114; H 0.109; H 0.111; H 0.082; O 0.085; C -0.494; O 0.107; C -0.159; C -0.036; C -0.105; C -0.638; S 0.497; C -0.104; C -0.028; H 0.090; H 0.113; H 0.082; H 0.072; H 0.126; C 0.007; C -0.416; O -0.350; H 0.094; H 0.058; H 0.048; C -0.032; C -0.209; C -0.096

This record from OMol25 describes a structure of composition C58H46AsCoN6O4P. The level of theory is ωB97M-V with the def2-TZVPD basis set.

Properties
Expectation value of S²: 6.100
Energy (Eh): -6826.98830
Total charge: +1
HOMO (spin up / spin down) (eV): -9.50 / -9.50
Multiplicity: 5
Frontier orbital gap (spin up / spin down) (eV): 5.44 / 4.19

Geometry (Å):
Co  0.247  -0.125  0.202
O  -3.701  5.208  -0.073
C  -3.169  4.859  0.985
O  -2.937  5.376  2.081
C  -2.574  3.370  0.893
C  -1.857  2.848  1.958
C  -1.178  1.652  1.768
N  -1.138  1.077  0.558
C  -1.945  1.489  -0.424
C  -2.699  2.643  -0.283
C  -1.947  0.580  -1.591
C  -2.543  0.880  -2.807
C  -2.537  -0.076  -3.810
C  -1.942  -1.304  -3.569
C  -1.358  -1.522  -2.331
N  -1.350  -0.609  -1.368
C  -0.451  0.875  2.785
C  -0.474  1.188  4.140
C  0.232  0.406  5.033
C  0.936  -0.688  4.547
C  0.885  -0.960  3.194
N  0.211  -0.215  2.315
H  -1.824  3.404  2.886
H  -3.350  3.017  -1.063
H  -2.985  1.852  -2.977
H  -3.003  0.134  -4.763
H  -1.937  -2.082  -4.319
H  -0.889  -2.474  -2.104
H  -1.040  2.043  4.480
H  0.232  0.643  6.088
H  1.508  -1.324  5.207
H  1.424  -1.815  2.810
C  9.044  -6.249  -7.649
O  8.097  -6.842  -6.767
C  7.176  -6.069  -6.197
C  6.275  -6.719  -5.336
C  5.286  -6.012  -4.712
C  5.170  -4.620  -4.905
C  6.093  -3.970  -5.750
C  7.064  -4.687  -6.405
N  4.167  -3.981  -4.260
N  3.889  -2.779  -4.457
C  3.188  -1.976  -3.655
C  2.823  -0.726  -4.218
C  2.086  0.194  -3.541
C  1.627  -0.074  -2.228
O  0.927  0.741  -1.571
C  1.962  -1.348  -1.622
N  1.429  -1.572  -0.390
C  1.634  -2.759  0.164
C  2.397  -3.756  -0.427
C  2.975  -3.524  -1.657
C  2.753  -2.298  -2.297
H  9.710  -7.050  -7.954
H  9.623  -5.472  -7.146
H  8.551  -5.834  -8.530
H  6.387  -7.784  -5.186
H  4.585  -6.508  -4.054
H  6.000  -2.903  -5.900
H  7.733  -4.175  -7.082
H  3.146  -0.522  -5.230
H  1.816  1.140  -3.992
H  1.154  -2.944  1.115
H  2.513  -4.707  0.071
H  3.562  -4.284  -2.143
C  2.416  2.270  2.362
C  3.543  3.248  2.696
As  5.409  2.662  2.379
C  6.177  4.301  3.137
C  5.938  4.669  4.458
C  6.402  5.882  4.943
C  7.120  6.732  4.113
C  7.379  6.365  2.802
C  6.905  5.154  2.316
C  5.690  1.512  3.938
C  4.714  1.157  4.863
C  5.036  0.386  5.972
C  6.338  -0.046  6.168
C  7.317  0.284  5.239
C  6.991  1.048  4.131
P  2.108  1.713  0.608
C  2.105  3.319  -0.259
C  0.873  3.827  -0.660
C  0.765  5.094  -1.213
C  1.904  5.867  -1.371
C  3.141  5.369  -0.982
C  3.248  4.102  -0.429
C  3.654  0.884  0.122
C  4.141  -0.153  0.922
C  5.275  -0.853  0.548
C  5.931  -0.531  -0.634
C  5.426  0.464  -1.457
C  4.282  1.159  -1.091
H  1.468  2.737  2.647
H  2.522  1.353  2.951
H  3.459  3.515  3.753
H  3.412  4.175  2.140
H  5.392  4.003  5.117
H  6.204  6.164  5.969
H  7.483  7.679  4.493
H  7.949  7.022  2.158
H  7.102  4.865  1.289
H  3.691  1.493  4.739
H  4.267  0.131  6.692
H  6.591  -0.634  7.040
H  8.334  -0.056  5.384
H  7.756  1.305  3.406
H  -0.009  3.216  -0.546
H  -0.208  5.474  -1.498
H  1.827  6.864  -1.785
H  4.028  5.978  -1.098
H  4.223  3.729  -0.141
H  3.619  -0.420  1.836
H  5.649  -1.651  1.176
H  6.831  -1.063  -0.914
H  5.923  0.705  -2.389
H  3.875  1.914  -1.749

Atomic forces in eV per Å
Co 0.804 -0.480 -0.073
O -0.044 0.241 0.107
C 0.307 -0.997 0.003
O -0.135 0.236 -0.104
C -0.333 0.878 -0.082
C 0.289 -0.515 0.093
C -0.253 0.390 -0.358
N -1.968 1.227 0.641
C 0.028 0.284 0.188
C 0.208 -0.290 -0.025
C -0.031 -0.369 -0.093
C 0.014 0.052 -0.011
C 0.030 -0.006 0.092
C -0.044 -0.011 0.000
C -0.047 -0.042 -0.141
N -0.162 0.234 0.043
C 0.224 -0.501 0.179
C -0.046 0.153 -0.149
C 0.046 -0.119 -0.120
C -0.029 0.069 0.140
C 0.038 0.046 0.057
N -0.257 0.390 0.810
H -0.110 0.088 -0.038
H 0.002 0.135 0.042
H -0.043 -0.002 0.056
H 0.023 0.004 -0.018
H 0.011 -0.013 0.010
H 0.046 0.033 0.017
H 0.009 0.014 -0.009
H 0.001 0.000 0.012
H 0.004 -0.034 -0.024
H 0.024 -0.018 -0.102
C 0.141 0.067 -0.147
O -0.049 -0.022 0.063
C -0.122 -0.011 0.088
C 0.023 -0.116 0.020
C -0.039 0.051 0.064
C 0.634 0.324 -0.662
C -0.160 -0.055 0.023
C 0.149 0.194 -0.093
N -1.217 -0.999 1.501
N 0.945 1.118 -1.338
C -0.173 -0.684 0.581
C -0.166 0.257 0.014
C 0.227 0.021 -0.513
C -0.480 0.966 0.483
O 0.363 -0.623 -1.200
C 0.298 -0.951 0.359
N 0.961 -1.080 -1.097
C -0.065 0.033 0.158
C 0.098 -0.012 -0.241
C -0.046 -0.041 0.209
C -0.243 0.400 -0.047
H -0.033 -0.012 0.013
H -0.036 -0.027 0.031
H -0.013 -0.011 0.033
H -0.008 -0.003 -0.024
H -0.031 0.013 -0.012
H 0.006 -0.012 -0.020
H 0.018 -0.015 0.042
H 0.063 -0.083 0.000
H -0.015 0.015 0.048
H -0.035 0.053 0.052
H 0.028 0.016 0.030
H 0.066 -0.028 0.004
C 0.153 -0.187 -0.256
C -0.137 -0.200 0.069
As 0.109 0.278 -0.021
C -0.097 -0.076 0.037
C 0.010 0.012 0.018
C -0.003 -0.011 0.026
C 0.035 0.019 -0.007
C 0.019 0.047 0.006
C -0.051 -0.142 -0.081
C -0.040 -0.025 -0.024
C -0.093 0.070 -0.050
C -0.002 -0.067 0.027
C -0.020 -0.011 0.001
C 0.002 -0.043 0.031
C -0.018 0.041 -0.106
P 0.513 0.696 0.801
C -0.046 -0.170 -0.058
C 0.022 -0.104 -0.017
C -0.011 0.049 0.040
C -0.065 -0.001 0.035
C 0.082 0.032 -0.001
C -0.033 0.020 -0.064
C -0.111 -0.017 -0.158
C -0.094 0.007 -0.089
C -0.033 -0.067 0.053
C 0.048 -0.012 -0.044
C -0.004 -0.047 -0.055
C -0.009 -0.120 0.094
H -0.011 -0.083 0.027
H -0.127 0.023 0.019
H 0.028 0.021 -0.013
H 0.090 0.026 -0.032
H -0.006 0.009 0.008
H 0.012 -0.004 0.003
H 0.003 0.003 -0.003
H -0.009 -0.001 -0.010
H 0.021 0.041 0.001
H 0.033 0.041 0.041
H 0.000 0.008 0.011
H 0.007 -0.008 -0.004
H 0.010 0.016 -0.012
H 0.036 -0.010 0.049
H -0.130 0.003 0.019
H 0.006 0.006 0.003
H 0.015 -0.002 -0.018
H 0.008 -0.016 -0.013
H 0.003 -0.012 0.044
H 0.087 0.045 0.068
H 0.028 0.032 0.029
H 0.000 -0.004 -0.004
H 0.011 -0.011 0.002
H 0.061 0.091 0.016

Atomic partial charges in e from the Löwdin method, atoms 1 to 99: Co 0.638; O -0.016; C -0.676; O -0.012; C -0.056; C 0.074; C -0.194; N 0.008; C -0.186; C 0.069; C -0.188; C 0.024; C -0.030; C -0.038; C -0.117; N 0.070; C -0.207; C 0.014; C -0.025; C -0.042; C -0.123; N 0.044; H 0.124; H 0.125; H 0.124; H 0.119; H 0.111; H 0.116; H 0.127; H 0.122; H 0.114; H 0.094; C -0.047; O -0.040; C -0.262; C 0.020; C 0.006; C -0.262; C 0.016; C 0.003; N 0.075; N 0.094; C -0.182; C 0.025; C 0.033; C -0.335; O -0.077; C -0.131; N 0.054; C -0.087; C -0.004; C 0.037; C -0.043; H 0.100; H 0.101; H 0.103; H 0.130; H 0.119; H 0.115; H 0.112; H 0.127; H 0.136; H 0.107; H 0.120; H 0.101; C -0.367; C -0.394; As 1.308; C -0.404; C -0.110; C -0.077; C -0.084; C -0.087; C -0.129; C -0.409; C -0.122; C -0.089; C -0.087; C -0.081; C -0.124; P 1.104; C -0.342; C -0.077; C -0.048; C -0.063; C -0.065; C -0.114; C -0.398; C -0.141; C -0.079; C -0.076; C -0.067; C -0.109; H 0.081; H 0.043; H 0.066; H 0.063; H 0.097; H 0.106